1.
135
Properties=species:S:1:pos:R:3 method="wB97M-V/def2-TZVPD" multiplicity=1 lumo_ev=0.2983 fmax_ha_per_bohr=0.056 e_homo_ev=-9.5
C 4.72 2.03 2.17
O 4.21 1.16 3.22
C 2.87 1.22 3.43
O 2.33 2.10 4.11
N 2.09 0.21 2.79
O 1.29 -0.53 3.68
C -0.02 0.03 3.85
C -0.77 0.28 2.56
C -2.03 1.10 2.80
O -1.21 -0.98 1.98
C 2.73 -0.75 1.89
C 3.67 -1.79 2.56
F 3.35 -0.02 0.85
H 3.89 2.59 1.72
H 5.46 2.72 2.58
H 5.15 1.41 1.38
H 0.06 0.98 4.40
H -0.56 -0.71 4.45
H -0.15 0.80 1.83
H -1.88 1.97 3.46
H -2.38 1.47 1.83
H -2.82 0.43 3.18
H -0.73 -1.10 1.14
H 1.89 -1.30 1.42
H 4.65 -1.75 2.08
H 3.25 -2.79 2.48
H 3.77 -1.51 3.61
C 3.80 1.79 -2.81
C 4.80 2.12 -1.81
N 5.66 2.38 -1.10
H 4.11 0.90 -3.37
H 2.84 1.56 -2.35
H 3.65 2.62 -3.51
C 3.79 6.53 -3.41
C 3.13 5.35 -3.93
N 2.60 4.42 -4.35
H 4.62 6.83 -4.05
H 3.09 7.37 -3.36
H 4.17 6.35 -2.41
C -5.12 -0.48 1.43
C -5.40 0.94 1.32
N -5.63 2.07 1.23
H -6.00 -1.06 1.15
H -4.29 -0.77 0.78
H -4.86 -0.74 2.46
C 8.43 -0.22 1.60
C 7.53 -1.17 2.21
N 6.83 -1.94 2.70
H 8.04 0.10 0.64
H 8.54 0.66 2.23
H 9.41 -0.67 1.45
C 5.78 -0.91 -6.06
C 4.47 -0.98 -5.43
N 3.45 -1.03 -4.92
H 5.88 -1.73 -6.77
H 5.89 0.04 -6.60
H 6.57 -0.98 -5.32
C -9.45 2.21 2.12
C -9.02 0.82 2.15
N -8.66 -0.27 2.17
H -10.39 2.32 2.65
H -8.71 2.83 2.62
H -9.56 2.56 1.10
C -1.26 -5.00 1.38
C -2.35 -4.17 0.90
N -3.21 -3.50 0.53
H -0.71 -4.48 2.17
H -1.63 -5.93 1.79
H -0.57 -5.23 0.57
C 1.34 -2.04 -7.95
C 2.68 -2.59 -7.82
N 3.74 -3.04 -7.72
H 1.29 -1.38 -8.82
H 0.61 -2.84 -8.08
H 1.09 -1.47 -7.06
C 0.55 3.64 -1.02
C 1.65 4.57 -0.98
N 2.52 5.32 -0.96
H -0.21 3.92 -0.29
H 0.09 3.63 -2.01
H 0.89 2.63 -0.78
C 1.87 -6.39 -7.61
C 0.81 -5.81 -8.43
N -0.01 -5.34 -9.07
H 2.21 -5.67 -6.87
H 1.52 -7.28 -7.11
H 2.72 -6.66 -8.24
C -8.39 0.71 6.24
C -9.52 1.56 5.91
N -10.40 2.26 5.65
H -7.79 1.16 7.03
H -8.72 -0.27 6.57
H -7.75 0.58 5.37
C 5.49 -3.02 5.93
C 4.44 -3.71 5.20
N 3.62 -4.25 4.60
H 5.46 -3.28 6.98
H 6.47 -3.30 5.53
H 5.38 -1.94 5.83
C -5.22 2.04 -2.41
C -3.93 1.40 -2.66
N -2.91 0.92 -2.86
H -5.37 2.88 -3.08
H -6.04 1.34 -2.56
H -5.27 2.40 -1.38
C 2.61 -4.35 -11.00
C 2.27 -3.03 -11.49
N 1.99 -1.98 -11.85
H 1.85 -5.08 -11.28
H 3.57 -4.69 -11.40
H 2.68 -4.35 -9.91
C -9.14 5.57 6.73
C -7.85 4.97 6.38
N -6.86 4.46 6.10
H -9.34 6.43 6.09
H -9.93 4.84 6.59
H -9.14 5.90 7.77
C -1.57 4.19 -4.74
C -2.99 4.50 -4.64
N -4.11 4.73 -4.54
H -1.44 3.12 -4.88
H -1.13 4.71 -5.58
H -1.05 4.49 -3.83
C 6.38 -5.05 0.87
C 6.64 -5.55 -0.47
N 6.85 -5.94 -1.53
H 6.77 -5.73 1.62
H 6.84 -4.08 1.02
H 5.31 -4.95 1.05
C -6.24 -0.38 10.25
C -6.13 -0.54 8.81
N -6.05 -0.67 7.67
H -5.70 -1.18 10.76
H -5.81 0.57 10.56
H -7.28 -0.41 10.56


2.
131
Properties=species:S:1:pos:R:3 method="wB97M-V/def2-TZVPD" multiplicity=1 de_lowest_kcal_mol=0.00 lumo_ev=-1.9949 total_charge=+1 fmax_ha_per_bohr=0.018 e_homo_ev=-10.7
C 0.78 4.75 1.46
C 1.04 3.48 2.25
S 1.29 2.02 1.20
C -0.49 1.67 1.07
N -0.85 0.53 0.17
C -2.36 0.66 -0.16
C -3.20 1.18 0.99
C -4.70 1.01 0.69
I -5.53 2.79 -0.13
C -0.74 -0.80 0.90
C 0.52 -1.13 1.69
C 1.84 -1.32 0.95
C 1.94 -2.72 0.31
N 2.51 -2.65 -1.03
C -0.15 0.61 -1.15
C -0.03 1.85 -1.77
C 0.58 1.89 -3.02
C 1.02 0.69 -3.59
N 0.90 -0.49 -2.99
C 0.32 -0.53 -1.80
H -0.08 4.60 0.80
H 0.57 5.57 2.14
H 1.63 4.99 0.81
H 0.18 3.27 2.89
H 1.92 3.55 2.88
H -0.84 1.44 2.07
H -0.96 2.57 0.69
H -2.47 1.26 -1.06
H -2.70 -0.35 -0.42
H -3.00 0.62 1.90
H -3.03 2.24 1.17
H -4.92 0.22 -0.02
H -5.24 0.86 1.62
H -1.55 -0.75 1.63
H -1.02 -1.59 0.21
H 0.29 -2.08 2.19
H 0.64 -0.39 2.49
H 2.63 -1.22 1.69
H 2.04 -0.55 0.21
H 0.97 -3.22 0.27
H 2.56 -3.34 0.97
H 3.42 -2.20 -0.95
H 2.68 -3.60 -1.35
H -0.39 2.76 -1.32
H 0.72 2.83 -3.54
H 1.48 0.70 -4.57
H 0.26 -1.51 -1.35
O -4.98 -0.14 -3.22
C -4.06 -0.49 -3.91
O -2.94 -1.06 -3.38
C -1.96 -1.25 -4.43
C -2.76 -1.28 -5.73
C -3.92 -0.35 -5.40
H -1.27 -0.42 -4.39
H -1.41 -2.17 -4.24
H -2.18 -0.98 -6.60
H -3.13 -2.29 -5.91
H -3.68 0.69 -5.63
H -4.84 -0.62 -5.90
O 2.44 -5.55 -0.79
C 1.54 -6.21 -0.36
O 0.32 -5.67 -0.09
C -0.53 -6.67 0.53
C 0.06 -8.01 0.12
C 1.55 -7.67 0.01
H -0.49 -6.51 1.61
H -1.54 -6.51 0.18
H -0.16 -8.80 0.83
H -0.32 -8.30 -0.86
H 2.06 -7.77 0.97
H 2.08 -8.25 -0.73
O -0.11 3.85 5.21
C -1.29 3.91 5.35
O -2.13 3.84 4.28
C -3.50 4.05 4.70
C -3.51 3.70 6.19
C -2.10 4.10 6.61
H -3.75 5.10 4.52
H -4.15 3.42 4.10
H -4.30 4.21 6.74
H -3.64 2.63 6.32
H -2.03 5.15 6.90
H -1.69 3.49 7.41
O 3.12 -9.11 2.18
C 4.07 -8.55 2.65
O 4.07 -8.09 3.92
C 5.29 -7.36 4.18
C 6.29 -7.87 3.16
C 5.38 -8.20 1.97
H 5.08 -6.29 4.07
H 5.59 -7.55 5.21
H 7.07 -7.14 2.93
H 6.77 -8.78 3.52
H 5.20 -7.33 1.33
H 5.73 -9.03 1.37
O 5.22 -4.09 3.36
C 4.66 -3.14 3.83
O 3.32 -2.99 3.75
C 2.93 -1.72 4.30
C 4.07 -1.31 5.23
C 5.28 -1.95 4.53
H 2.81 -1.01 3.48
H 1.98 -1.84 4.81
H 4.15 -0.24 5.37
H 3.93 -1.77 6.21
H 5.71 -1.29 3.77
H 6.06 -2.27 5.21
O -3.74 -0.04 -8.28
C -4.00 1.08 -8.61
O -3.51 2.16 -7.95
C -4.07 3.37 -8.48
C -4.53 3.02 -9.89
C -4.92 1.55 -9.73
H -4.90 3.67 -7.83
H -3.31 4.14 -8.45
H -5.34 3.66 -10.24
H -3.70 3.11 -10.58
H -5.95 1.42 -9.40
H -4.75 0.95 -10.62
O 1.48 11.68 0.22
C 1.30 10.51 0.09
O 2.27 9.66 -0.32
C 1.75 8.33 -0.49
C 0.50 8.28 0.39
C 0.01 9.73 0.31
H 1.52 8.18 -1.54
H 2.52 7.62 -0.19
H -0.23 7.55 0.05
H 0.78 8.04 1.41
H -0.64 9.90 -0.55
H -0.49 10.07 1.21


3.
130
Properties=species:S:1:pos:R:3 method="wB97M-V/def2-TZVPD" multiplicity=2 de_lowest_kcal_mol=29.11 lumo_ev="3.3238 / 3.3231" total_charge=-2 fmax_ha_per_bohr=0.053 e_homo_ev="-2.1 / -2.7"
Cs 0.33 -0.17 0.48
C 1.84 -3.85 0.79
C 2.64 -2.64 1.27
C 4.12 -3.01 1.40
C 2.10 -2.21 2.65
O 2.44 -1.60 0.32
Ge 3.52 -0.06 0.08
O 2.54 0.96 1.38
C 2.70 2.36 1.56
C 1.99 2.70 2.87
C 2.05 3.14 0.41
C 4.17 2.75 1.67
O 2.46 0.56 -1.35
C 2.67 0.20 -2.71
C 2.04 -1.17 -2.98
C 4.16 0.17 -3.06
C 1.97 1.26 -3.55
H 1.95 -4.68 1.50
H 2.21 -4.17 -0.19
H 0.78 -3.59 0.71
H 4.24 -3.88 2.05
H 4.71 -2.19 1.81
H 4.52 -3.25 0.41
H 2.28 -3.00 3.39
H 1.02 -2.03 2.59
H 2.60 -1.29 2.96
H 0.94 2.41 2.82
H 2.04 3.78 3.08
H 2.46 2.16 3.70
H 1.00 2.84 0.27
H 2.57 2.91 -0.52
H 2.09 4.22 0.59
H 4.66 2.15 2.45
H 4.27 3.81 1.92
H 4.70 2.57 0.73
H 2.45 -1.92 -2.31
H 2.22 -1.48 -4.02
H 0.96 -1.13 -2.82
H 4.68 -0.64 -2.56
H 4.63 1.11 -2.77
H 4.28 0.04 -4.14
H 0.91 1.33 -3.27
H 2.02 1.02 -4.61
H 2.43 2.24 -3.38
O -1.91 5.37 -6.50
C -2.08 4.60 -5.58
S -1.92 2.85 -5.70
C -2.30 2.42 -4.03
C -2.58 3.53 -3.17
S -2.95 3.52 -1.54
S -2.49 5.11 -3.94
S -2.30 0.81 -3.64
O -1.49 1.05 1.71
P -2.10 1.71 2.89
N -3.75 1.75 2.91
C -4.51 0.49 2.68
C -5.89 0.96 2.21
C -5.97 2.42 2.68
C -4.54 2.90 2.47
N -1.64 3.28 3.05
C -1.46 4.15 1.86
C -0.77 5.39 2.43
C -1.22 5.42 3.89
C -1.23 3.94 4.28
N -1.64 0.93 4.29
C -2.41 0.95 5.53
C -2.66 -0.52 5.84
C -1.34 -1.16 5.43
C -0.88 -0.36 4.20
H -4.58 -0.07 3.61
H -4.02 -0.14 1.94
H -6.69 0.33 2.60
H -5.93 0.92 1.12
H -6.22 2.46 3.75
H -6.70 3.01 2.13
H -4.29 3.79 3.05
H -4.38 3.12 1.41
H -2.42 4.40 1.40
H -0.86 3.65 1.10
H -1.05 6.29 1.88
H 0.31 5.27 2.38
H -2.23 5.83 3.96
H -0.57 6.01 4.54
H -1.93 3.73 5.10
H -0.24 3.61 4.60
H -3.33 1.54 5.41
H -1.82 1.40 6.34
H -3.47 -0.90 5.22
H -2.92 -0.70 6.89
H -1.43 -2.22 5.19
H -0.61 -1.05 6.24
H -1.11 -0.89 3.28
H 0.20 -0.19 4.22
C -1.41 -5.73 -0.37
C -2.44 -4.69 -0.84
C -3.68 -5.40 -1.39
C -1.79 -3.88 -1.98
Si -2.78 -3.43 0.55
O -1.48 -2.67 1.02
C -4.13 -2.27 -0.13
C -3.80 -0.95 -0.50
C -4.72 -0.10 -1.09
C -6.02 -0.53 -1.30
C -6.40 -1.81 -0.90
C -5.46 -2.66 -0.32
C -3.68 -4.28 2.02
C -3.95 -5.63 2.22
C -4.59 -6.10 3.37
C -4.97 -5.21 4.37
C -4.72 -3.86 4.20
C -4.09 -3.40 3.05
H -1.09 -6.36 -1.21
H -1.81 -6.40 0.40
H -0.53 -5.25 0.05
H -3.38 -6.12 -2.17
H -4.38 -4.69 -1.84
H -4.22 -5.96 -0.63
H -1.55 -4.54 -2.83
H -0.87 -3.40 -1.64
H -2.46 -3.09 -2.35
H -2.80 -0.60 -0.30
H -4.41 0.90 -1.40
H -6.74 0.13 -1.77
H -7.42 -2.15 -1.05
H -5.78 -3.66 -0.02
H -3.66 -6.35 1.47
H -4.78 -7.16 3.49
H -5.47 -5.58 5.26
H -5.01 -3.15 4.97
H -3.89 -2.34 2.94